A cluster of 2 separate species, C2HClF2O2 in total in a non-equilibrium geometry, computed with ωB97M-V/def2-TZVPD.

Structure (XYZ):
```
8
Properties=species:S:1:pos:R:3
F 1.5579 1.9874 -0.1149
O -1.0201 -1.1131 0.5837
C 0.8808 -0.2628 0.0761
F -0.4792 1.5296 0.4120
H -2.0683 -0.4476 -0.4876
C 0.7050 0.9998 0.1314
O -1.7091 -1.2932 -0.6116
Cl 2.1330 -1.4001 0.0109
```

Properties
E_tot in Ha: -886.9500
HOMO-LUMO gap in eV: 8.5
HOMO in eV: -10.01